This record from the Open Molecules 2025 dataset describes an isolated molecule of C4H6ClNOS at a distorted geometry. The level of theory is wB97M-V/def2-TZVPD.

Results
* structure (SMILES): O=C1NSCC[C@@H]1Cl
* relative energy (zero: lowest compared OMol25 entry of this formula, charge and spin): 1.7204 eV
* 2S+1: 1
* electronic energy: -31139.21837 eV

The geometry in XYZ format:
```
14
C4H6ClNOS | the Open Molecules 2025 dataset | wB97M-V/def2-TZVPD
O 1.06 -2.42 -0.04
C 0.44 -1.39 0.10
N -0.25 -1.27 1.19
S -1.10 0.16 1.86
C -0.43 1.33 0.65
C -0.50 0.83 -0.82
C 0.54 -0.25 -0.83
Cl 1.07 -0.71 -2.47
H -0.22 -2.29 1.61
H 0.71 1.34 0.96
H -0.98 2.29 0.83
H -1.57 0.45 -0.96
H -0.13 1.58 -1.63
H 1.37 0.35 -0.44
```

This record from the Open Molecules 2025 dataset describes an isolated molecule of C4H6ClNOS at a distorted geometry. The level of theory is wB97M-V/def2-TZVPD.

Results
* relative energy (zero: lowest compared OMol25 entry of this formula, charge and spin): 0.9685 eV
* 2S+1: 3
* electronic energy: -31135.16149 eV

The geometry in XYZ format:
```
14
C4H6ClNOS | the Open Molecules 2025 dataset | wB97M-V/def2-TZVPD
C 0.88 1.57 -0.21
C -1.95 -0.05 0.36
C -0.81 -0.36 -0.57
C 0.80 0.19 0.11
N 0.88 2.68 -0.49
O 1.97 -2.13 -0.05
S 2.20 -0.81 -0.56
Cl 3.60 0.13 0.71
H -1.79 -0.47 1.35
H -2.12 1.02 0.44
H -2.85 -0.50 -0.06
H -0.89 0.14 -1.53
H -0.65 -1.43 -0.69
H 0.73 0.01 1.19
```

This record from the Open Molecules 2025 dataset describes a cluster of 2 separate species, C4H6ClNS in total at a distorted geometry. The level of theory is wB97M-V/def2-TZVPD.

Results
* relative energy (zero: lowest compared OMol25 entry of this formula, charge and spin): 3.0983 eV
* 2S+1: 1
* electronic energy: -29089.64455 eV

The geometry in XYZ format:
```
13
C4H6ClNS | the Open Molecules 2025 dataset | wB97M-V/def2-TZVPD
C -0.97 -0.62 -0.90
C -1.63 1.26 0.65
C 2.09 -0.44 -0.45
C -0.52 0.44 -0.07
N -1.47 -1.43 -1.55
S 1.09 0.93 -0.03
Cl -0.20 -2.00 1.62
H -2.60 0.95 0.08
H -1.22 2.23 0.37
H -1.56 0.86 1.64
H 1.62 -1.25 -0.82
H 2.50 -0.65 0.50
H 2.89 -0.29 -1.04
```